1.
Molecular formula: C42H55IN7O4P
Method: DFT, ωB97M-V/def2-TZVPD

```
110
Properties=species:S:1:pos:R:3:mulliken_charge:R:1
C 0.6256 2.8191 -1.0838 -1.31
C 0.8914 1.5891 -1.9093 0.77
C 1.9444 1.7119 -2.9899 -1.21
C 0.2385 0.4355 -1.6527 -0.96
C -1.2449 0.3563 -1.4043 -0.39
C -1.9033 -0.3527 -2.6060 -1.24
C -3.2805 0.1964 -2.9628 0.80
C -3.8950 -0.5213 -4.1778 -1.63
C -4.2540 0.2228 -1.7754 -0.55
C -5.3490 1.2617 -2.0549 -0.89
C -6.5038 1.3239 -1.1237 0.54
C -7.7920 1.0533 -1.4035 0.15
P -8.3650 0.1743 -2.8866 -0.03
O -9.1537 1.2199 -3.8567 -0.47
I -10.1226 -1.0993 -1.7295 -0.06
C -8.5942 1.7049 -0.3314 0.29
O -9.6508 2.2295 -0.4601 -0.48
O -7.7546 1.9895 0.7475 -0.35
C -6.4927 1.5819 0.3504 0.33
O -5.6811 1.1630 1.1096 -0.47
H -0.3522 2.7859 -0.6105 0.36
H 1.3754 2.8099 -0.2891 0.29
H 0.7764 3.7530 -1.6243 0.37
H 1.7810 0.9926 -3.7818 0.36
H 2.9478 1.5660 -2.5730 0.16
H 1.9305 2.7281 -3.3749 0.40
H 0.7686 -0.5155 -1.6117 0.55
H -1.6458 1.3683 -1.3517 0.35
H -1.5146 -0.1901 -0.4979 0.30
H -1.2555 -0.1846 -3.4692 0.44
H -1.9295 -1.4341 -2.4597 0.33
H -3.1299 1.2391 -3.2673 0.31
H -4.6045 -1.2751 -3.8314 0.30
H -4.4755 0.1712 -4.7852 0.35
H -3.1489 -1.0123 -4.7948 0.45
H -3.7381 0.4872 -0.8584 0.48
H -4.7274 -0.7553 -1.6806 0.33
H -4.8632 2.2426 -1.9716 0.33
H -5.7139 1.2262 -3.0788 0.47
H -10.0377 1.4176 -3.5206 0.36
C 4.4797 0.4418 2.4975 -0.49
C 5.1043 0.4572 1.2211 -0.10
C 4.1078 0.5217 0.2866 -0.75
N 2.9071 0.5444 0.9446 0.12
C 3.1277 0.4984 2.2930 -0.76
H 4.9611 0.4002 3.4601 0.47
H 6.1609 0.4281 1.0102 0.60
H 4.1500 0.5525 -0.7885 0.31
H 2.0130 0.5965 0.4848 0.14
H 2.3076 0.5111 2.9900 0.38
C 6.9919 -0.1392 7.5940 -0.77
C 7.3670 1.0757 6.9599 -0.53
C 7.2269 0.8942 5.6089 -0.56
N 6.7840 -0.3824 5.4036 0.07
C 6.6355 -1.0178 6.6055 -0.62
H 6.9845 -0.3429 8.6520 0.52
H 7.7060 1.9740 7.4486 0.74
H 7.4018 1.5609 4.7807 0.47
H 6.5959 -0.7912 4.5064 0.26
H 6.2914 -2.0371 6.6536 0.49
C 3.2709 -2.9569 10.7262 -0.52
C 3.1595 -1.6556 11.2864 -0.44
C 3.6354 -0.7697 10.3571 -0.46
N 4.0314 -1.4841 9.2605 0.04
C 3.8103 -2.8166 9.4756 -0.33
H 2.9870 -3.8872 11.1882 0.38
H 2.7742 -1.4004 12.2590 0.39
H 3.7260 0.3025 10.3824 0.37
H 4.4271 -1.0895 8.4253 0.22
H 4.0546 -3.5481 8.7246 0.36
C 10.2749 1.7925 -0.4979 -0.44
C 9.5284 0.6426 -0.8740 -0.44
C 9.0436 0.0777 0.2743 -0.52
N 9.4710 0.8395 1.3286 0.06
C 10.2197 1.8873 0.8661 -0.49
H 10.7927 2.4708 -1.1545 0.39
H 9.3668 0.2741 -1.8727 0.41
H 8.4359 -0.7969 0.4315 0.45
H 9.2690 0.6572 2.2932 0.20
H 10.6469 2.6059 1.5437 0.38
C 5.1580 6.0023 7.9111 -0.62
C 6.1052 6.6189 7.0490 -0.49
C 6.8137 5.6179 6.4403 -0.46
N 6.3331 4.4235 6.9023 0.10
C 5.3234 4.6480 7.7961 -0.31
H 4.4385 6.4968 8.5414 0.38
H 6.2485 7.6749 6.8943 0.39
H 7.6142 5.6535 5.7216 0.34
H 6.6677 3.5172 6.6303 0.22
H 4.8117 3.8286 8.2709 0.40
C -6.2866 -2.8248 -7.8650 -0.63
C -6.7391 -4.0045 -7.2135 -0.60
C -7.3901 -3.6173 -6.0720 -0.53
N -7.3452 -2.2526 -6.0087 0.12
C -6.6785 -1.7614 -7.0967 -0.42
H -5.7389 -2.7657 -8.7905 0.43
H -6.6015 -5.0200 -7.5463 0.59
H -7.8781 -4.1925 -5.3041 0.40
H -7.7410 -1.6948 -5.2741 0.14
H -6.5407 -0.7024 -7.2308 0.42
C -9.1991 -5.0412 -11.2867 -0.50
C -9.9137 -6.2356 -11.5796 -0.39
C -10.0295 -6.9382 -10.4106 -0.50
N -9.4117 -6.2154 -9.4261 0.03
C -8.9046 -5.0586 -9.9497 -0.29
H -8.9329 -4.2601 -11.9785 0.39
H -10.2981 -6.5421 -12.5378 0.39
H -10.4960 -7.8841 -10.1960 0.37
H -9.3403 -6.4909 -8.4651 0.21
H -8.3839 -4.3513 -9.3275 0.30
```

SMILES: CC(C)=CCC[C@@H](C)CCC1=C(P(O)I)C(=O)OC1=O.c1cc[nH]c1.c1cc[nH]c1.c1cc[nH]c1.c1cc[nH]c1.c1cc[nH]c1.c1cc[nH]c1.c1cc[nH]c1
F_max: 1.53 eV/Å

2.
Molecular formula: C42H56BGeIrN2O2
Method: DFT, ωB97M-V/def2-TZVPD

```
105
Properties=species:S:1:pos:R:3:mulliken_charge:R:1
Ir 0.1657 1.0502 -0.0668 1.78
C -2.2182 3.1420 -1.7134 -1.19
C -3.1651 1.9721 -1.9923 0.68
C -2.7004 1.0246 -3.0987 -1.32
C -3.6540 1.2638 -0.7284 0.36
C -4.9161 1.6819 -0.3128 -0.71
C -5.5788 1.0998 0.7472 -1.44
C -4.9886 0.0278 1.3789 -1.16
C -3.7286 -0.4519 1.0153 0.65
C -3.3625 -1.7621 1.7309 0.73
C -1.9576 -1.9623 2.2849 -1.81
C -3.7895 -2.9898 0.9102 -1.68
C -3.0202 0.2181 -0.0109 -0.30
N -1.6750 -0.2192 -0.2966 0.72
C -1.5871 -1.3955 -0.8149 -1.61
C -0.4520 -2.2643 -0.9316 1.47
C -0.7253 -3.4747 -1.5995 -0.76
C 0.1727 -4.5058 -1.6911 -1.36
C 1.4094 -4.3415 -1.0440 -0.94
C 1.7236 -3.1893 -0.3805 -1.53
C 0.8391 -2.0578 -0.3253 1.10
N 1.2030 -0.9141 0.2488 0.78
C 2.4796 -0.8495 0.8689 -0.65
C 2.6451 -1.1881 2.2252 0.50
C 3.8948 -1.0309 2.8185 -0.43
C 4.9816 -0.5619 2.1026 -1.51
C 4.8284 -0.2902 0.7531 -0.24
C 3.6026 -0.4472 0.1172 0.53
C 3.5348 -0.3190 -1.3949 2.16
C 4.1125 0.9887 -1.9332 -1.68
C 4.2423 -1.5054 -2.0610 -1.77
C 1.5300 -1.8000 3.0509 2.27
C 1.2359 -1.0155 4.3303 -1.43
C 1.8543 -3.2573 3.4067 -1.83
H -1.8508 3.5630 -2.6518 0.47
H -1.3462 2.8354 -1.1271 -0.20
H -2.7417 3.9269 -1.1633 0.35
H -4.0751 2.4327 -2.3894 0.70
H -1.9332 0.3339 -2.7761 0.01
H -2.2984 1.5974 -3.9386 0.46
H -3.5456 0.4373 -3.4681 0.42
H -5.3899 2.4915 -0.8566 0.35
H -6.5522 1.4584 1.0574 0.32
H -5.5190 -0.4739 2.1803 0.40
H -4.0180 -1.7617 2.6064 0.70
H -1.1881 -1.9105 1.5206 0.09
H -1.9052 -2.9516 2.7496 0.66
H -1.7249 -1.2274 3.0527 0.21
H -3.0662 -3.2304 0.1309 0.34
H -4.7653 -2.8383 0.4451 0.33
H -3.8532 -3.8612 1.5666 0.49
H -2.5176 -1.8450 -1.1697 0.37
H -1.7081 -3.5837 -2.0484 0.43
H -0.0719 -5.4195 -2.2151 0.40
H 2.1381 -5.1452 -1.0656 0.40
H 2.6885 -3.1030 0.1001 1.04
H 4.0160 -1.2862 3.8655 0.28
H 5.9433 -0.4320 2.5844 0.36
H 5.6877 0.0254 0.1721 0.32
H 2.4835 -0.3708 -1.6694 -1.26
H 5.1649 1.1030 -1.6616 0.40
H 3.5692 1.8554 -1.5593 0.28
H 4.0480 1.0023 -3.0242 0.38
H 5.3176 -1.4790 -1.8598 0.37
H 4.0968 -1.4690 -3.1436 0.48
H 3.8504 -2.4558 -1.6991 0.36
H 0.6331 -1.8054 2.4365 -1.33
H 2.1271 -0.9612 4.9611 0.36
H 0.4518 -1.5137 4.9066 0.40
H 0.9079 -0.0006 4.1135 0.29
H 2.6260 -3.3118 4.1799 0.41
H 2.2050 -3.8128 2.5368 0.32
H 0.9627 -3.7590 3.7912 0.42
O 0.5906 -0.2486 -2.9311 0.88
B 0.5395 0.9387 -2.1232 -0.06
O 0.9028 2.0167 -2.9913 -0.58
C 1.1459 1.4956 -4.2229 1.01
C 1.5305 2.1406 -5.3767 -1.45
C 1.7193 1.3502 -6.5140 -0.46
C 1.5277 -0.0249 -6.4751 -0.75
C 1.1383 -0.6694 -5.2981 -0.88
C 0.9539 0.1186 -4.1840 0.45
H 1.6799 3.2122 -5.3939 0.50
H 2.0222 1.8197 -7.4415 0.39
H 1.6853 -0.6096 -7.3727 0.40
H 0.9919 -1.7406 -5.2499 0.55
C -2.8548 3.3126 2.2323 -0.82
Ge -1.0305 2.8729 2.8108 0.65
C 0.1077 4.4272 2.4011 -1.33
C -1.1521 2.7741 4.7869 -1.40
C -0.3019 1.2458 2.0839 0.07
H -3.2424 4.1345 2.8396 0.51
H -3.5151 2.4521 2.3538 0.19
H -2.8856 3.6098 1.1859 0.05
H -0.2642 5.3250 2.9000 0.42
H 0.1243 4.6100 1.3251 0.35
H 1.1337 4.2491 2.7300 0.33
H -1.5792 3.6913 5.2001 0.42
H -0.1695 2.6172 5.2365 0.36
H -1.7927 1.9380 5.0768 0.35
H -0.9458 0.4232 2.3894 -1.61
H 0.6594 1.1099 2.5949 0.06
C 1.5309 2.2828 0.0870 -0.64
H 2.3386 2.2276 0.8297 0.48
H 1.6280 3.1685 -0.5530 0.58
```

F_max: 0.43 eV/Å
Total charge: -1
Spin multiplicity: 2
ΔE to the lowest compared entry with this formula, charge and spin: 189.74 kJ/mol

3.
Molecular formula: C42H56BaClN6O2S2
Method: DFT, ωB97M-V/def2-TZVPD

```
110
Properties=species:S:1:pos:R:3:mulliken_charge:R:1
Ba 1.6728 0.1244 1.3736 0.79
C 0.5714 3.2460 1.6618 0.71
C -0.3864 2.2271 1.8339 0.37
C -0.0870 1.5486 3.0524 0.41
C 1.0330 2.1976 3.6385 0.86
C 1.4634 3.2040 2.7648 0.81
C 2.6364 4.1180 2.9358 -1.68
C 1.5146 1.9084 5.0307 -2.07
C -1.0603 0.6738 3.7935 -1.39
C -1.6598 2.0306 1.0656 -1.15
C 0.6358 4.2876 0.5909 -1.54
H 2.3479 5.1685 2.8448 0.45
H 3.4159 3.9417 2.1877 0.12
H 3.1002 4.0020 3.9166 0.40
H 0.7126 2.0546 5.7600 0.41
H 2.3242 2.5746 5.3292 0.61
H 1.8631 0.8779 5.1749 0.26
H -1.8151 1.2644 4.3245 0.32
H -0.5729 0.0466 4.5447 0.41
H -1.6096 0.0002 3.1276 0.03
H -2.5262 2.4246 1.6089 0.55
H -1.8851 0.9781 0.8847 -0.39
H -1.6455 2.5386 0.0977 0.40
H 0.6968 5.2881 1.0260 0.50
H -0.2520 4.2766 -0.0428 0.33
H 1.5138 4.1891 -0.0529 0.08
O 1.6746 -0.5920 -1.1216 0.94
C 2.8049 -0.9880 -1.9068 -0.77
C 2.8724 -2.4984 -2.0592 -1.08
C 2.8302 -3.1979 -0.7033 0.06
C 4.0369 -2.9060 0.1392 0.12
C 5.2629 -3.4911 -0.1582 -0.69
C 6.3617 -3.2229 0.6377 -0.58
C 6.2004 -2.3716 1.7195 -0.70
C 4.9505 -1.8192 1.9274 -0.06
N 3.8874 -2.0508 1.1567 0.26
H 0.8815 -0.9776 -1.5114 -0.31
H 3.6724 -0.6115 -1.3573 0.37
H 2.7944 -0.4869 -2.8794 0.38
H 3.7833 -2.7509 -2.6094 0.59
H 2.0344 -2.8498 -2.6688 0.36
H 2.7089 -4.2738 -0.8345 0.55
H 1.9493 -2.8501 -0.1577 -0.36
H 5.3412 -4.1696 -0.9977 0.45
H 7.3197 -3.6788 0.4264 0.44
H 7.0183 -2.1386 2.3860 0.46
H 4.7895 -1.1505 2.7627 0.17
C 0.6678 1.9420 -2.0142 -0.41
C 2.1164 2.1435 -1.7244 0.05
N 2.7079 1.7983 -0.6144 0.85
C 4.0384 2.1498 -0.6296 -0.59
C 4.4508 2.7745 -1.7674 -0.62
S 3.1490 2.9036 -2.8599 -0.32
C 4.8652 1.9185 0.5587 -0.30
C 6.2022 2.1747 0.6458 -0.69
S 6.7107 1.9936 2.2623 -0.24
C 5.1176 1.5746 2.7227 -0.07
N 4.2674 1.5354 1.7357 1.09
C 4.7705 1.3128 4.1506 -0.77
H 0.1625 1.5903 -1.1140 -0.70
H 0.5228 1.2243 -2.8220 0.36
H 0.2070 2.8870 -2.3007 0.67
H 5.4219 3.1765 -1.9970 0.52
H 6.8732 2.4917 -0.1331 0.47
H 5.5458 1.6905 4.8153 0.51
H 4.6492 0.2492 4.3649 0.21
H 3.8330 1.8147 4.3876 -0.18
C -4.5763 0.4984 -0.7239 -1.40
C -5.1896 -0.7562 -0.0972 2.08
C -6.7051 -0.5433 0.0065 -2.03
C -4.6484 -0.8719 1.3363 -1.44
C -4.8890 -2.0553 -0.9220 1.80
O -5.1289 -3.2053 -0.1142 -0.67
C -5.7576 -2.2548 -2.1973 -1.78
C -5.7184 -1.2788 -3.3870 -1.42
C -4.3621 -1.1510 -4.0399 -0.08
C -3.6907 -2.2781 -4.5107 0.11
C -2.3741 -2.2084 -4.9345 -0.95
C -1.7200 -0.9865 -4.8996 0.48
Cl -0.0382 -0.8981 -5.3422 -0.20
C -2.3838 0.1655 -4.5184 -0.92
C -3.7036 0.0732 -4.0988 0.09
C -3.4363 -2.2259 -1.3865 -1.87
N -2.3720 -2.1559 -0.3988 1.45
C -1.3970 -1.2503 -0.3731 -1.24
N -0.5366 -1.5207 0.5944 0.52
C -1.0633 -2.6532 1.1399 -0.72
N -2.1634 -3.0733 0.5641 -1.00
H -4.8628 1.3704 -0.1330 0.67
H -4.9144 0.6700 -1.7398 0.11
H -3.4862 0.4715 -0.7263 -0.09
H -6.9067 0.2781 0.6945 0.53
H -7.2219 -1.4202 0.4042 0.38
H -7.1606 -0.2895 -0.9505 0.34
H -4.8963 0.0432 1.8771 0.47
H -3.5666 -0.9833 1.3743 0.03
H -5.0828 -1.7140 1.8710 0.41
H -6.0569 -3.2149 0.1461 0.61
H -6.7953 -2.3374 -1.8673 0.46
H -5.4940 -3.2515 -2.5603 0.61
H -6.0747 -0.2901 -3.0994 0.42
H -6.4403 -1.6519 -4.1190 0.51
H -4.1888 -3.2402 -4.5101 0.50
H -1.8519 -3.0913 -5.2755 0.47
H -1.8744 1.1189 -4.5433 0.51
H -4.2157 0.9736 -3.7853 0.48
H -3.1808 -1.4640 -2.1182 0.02
H -3.3556 -3.1997 -1.8692 0.53
H -1.3520 -0.4254 -1.0669 0.61
H -0.6233 -3.1833 1.9689 0.54
```

F_max: 1.46 eV/Å
Total charge: +1
ΔE to the lowest compared entry with this formula, charge and spin: 91.05 kJ/mol

4.
Molecular formula: C42H56CaCl3GeN11O2P
Method: DFT, ωB97M-V/def2-TZVPD

```
117
Properties=species:S:1:pos:R:3:mulliken_charge:R:1
Ca 0.3114 -0.5377 -0.2098 2.93
C 3.1640 -3.8596 -0.7545 -1.38
C 2.6575 -2.4709 -0.5314 0.56
N 1.8177 -2.1505 0.3764 0.61
N 1.3386 -3.0974 1.2619 -1.46
C 0.0728 -2.9254 1.5438 -0.02
O -0.6981 -1.9887 1.0167 -0.55
C -0.5633 -3.9465 2.4163 0.56
C -0.0628 -5.2416 2.4989 -0.43
C -0.7262 -6.1951 3.2570 -0.78
C -1.8883 -5.8580 3.9413 -0.42
C -2.3837 -4.5629 3.8691 -1.00
C -1.7266 -3.6128 3.1012 -0.14
C 3.0509 -1.3597 -1.4631 0.37
C 4.0611 -1.5102 -2.3979 -0.66
C 4.3410 -0.4582 -3.2593 -0.58
C 3.5987 0.7056 -3.1762 -1.01
C 2.5969 0.7715 -2.2187 0.12
N 2.3340 -0.2273 -1.3832 0.04
H 2.6666 -4.5368 -0.0669 0.18
H 4.2448 -3.9178 -0.5955 0.38
H 2.9477 -4.1735 -1.7806 0.27
H 0.8350 -5.4933 1.9501 0.38
H -0.3406 -7.2062 3.3063 0.42
H -2.4141 -6.6076 4.5197 0.39
H -3.2902 -4.2961 4.3993 0.41
H -2.1127 -2.6046 3.0213 0.59
H 4.6185 -2.4360 -2.4548 0.46
H 5.1368 -0.5504 -3.9895 0.45
H 3.7854 1.5444 -3.8337 0.47
H 1.9743 1.6558 -2.1095 0.27
O -1.2228 0.2127 -2.6404 -0.54
N -1.5127 -0.0142 -1.5089 1.07
Cl -2.7450 -2.9956 -3.0945 -0.44
Ge -1.7751 -2.8634 -1.1056 1.41
Cl -0.6056 -4.6884 -1.0390 -0.31
Cl -3.4963 -3.3240 0.1353 -0.35
N 0.5418 -2.0413 -2.7265 0.06
C 0.5159 -2.1847 -3.8752 0.12
N 0.4911 -2.3434 -5.1893 -0.02
C 1.7132 -2.7937 -5.8773 -0.71
C 1.6396 -4.2876 -6.1703 -0.48
C 0.3480 -4.6346 -6.9188 -0.83
C -0.8791 -4.1400 -6.1475 -0.42
C -0.7724 -2.6450 -5.8857 -0.69
H 2.5722 -2.5448 -5.2589 0.32
H 1.7896 -2.2287 -6.8092 0.33
H 1.6696 -4.8355 -5.2226 0.23
H 2.5153 -4.5809 -6.7523 0.40
H 0.2865 -5.7123 -7.0749 0.35
H 0.3668 -4.1640 -7.9092 0.32
H -0.9492 -4.6571 -5.1851 0.21
H -1.7978 -4.3462 -6.7005 0.41
H -1.6008 -2.2800 -5.2828 0.30
H -0.7544 -2.0935 -6.8283 0.33
N -7.8833 0.7045 0.6659 -0.51
C -6.8066 0.5980 0.2785 -0.32
C -5.4465 0.4666 -0.2077 0.53
C -5.2149 0.3604 -1.5817 -0.69
C -3.9248 0.2276 -2.0475 -0.69
C -2.8885 0.1766 -1.1251 -0.94
C -3.1027 0.2989 0.2422 1.24
C -4.3953 0.4532 0.7036 -0.87
H -6.0494 0.3791 -2.2687 0.50
H -3.7052 0.1276 -3.1015 0.50
H -2.2522 0.2957 0.9207 -0.21
H -4.5970 0.5585 1.7610 0.64
N 0.4921 1.2969 0.8530 -0.77
P 0.2822 2.5802 1.6454 -2.43
N -0.7687 3.7087 0.9476 0.68
C -0.7067 5.1220 1.3097 -1.08
C 0.1888 5.9208 0.3647 -0.30
C -0.2813 5.7406 -1.0793 -1.12
C -0.3447 4.2529 -1.4262 -0.22
C -1.2243 3.5070 -0.4248 -0.09
N 1.7200 3.4003 1.9780 0.98
C 2.9357 3.0101 1.2659 -0.58
C 3.9211 2.3067 2.1906 -0.47
C 4.2469 3.1959 3.3891 -1.05
C 2.9604 3.6031 4.1071 -0.52
C 1.9757 4.2518 3.1341 -0.90
N -0.4058 2.4353 3.1864 0.81
C -1.8349 2.7352 3.3671 -0.14
C -2.2761 2.3037 4.7569 -1.16
C -2.1922 0.7739 4.9019 -0.94
C -1.0183 0.2142 4.0773 1.01
C 0.0790 1.2624 3.9473 -1.27
H -0.3596 5.2219 2.3373 0.35
H -1.7255 5.5326 1.2697 0.57
H 1.2150 5.5518 0.4665 0.03
H 0.1780 6.9775 0.6479 0.38
H 0.3811 6.2701 -1.7679 0.45
H -1.2822 6.1773 -1.1889 0.36
H 0.6637 3.8240 -1.3669 -0.07
H -0.7183 4.1023 -2.4449 0.52
H -1.2005 2.4428 -0.6248 -0.72
H -2.2619 3.8626 -0.5088 0.53
H 3.4169 3.9094 0.8483 0.41
H 2.6485 2.3532 0.4500 -0.01
H 4.8316 2.0499 1.6394 0.47
H 3.4596 1.3738 2.5319 0.14
H 4.7632 4.0981 3.0369 0.32
H 4.9228 2.6835 4.0778 0.43
H 3.1765 4.2990 4.9235 0.44
H 2.4886 2.7147 4.5382 0.10
H 2.3962 5.2105 2.7897 0.46
H 1.0408 4.4577 3.6471 0.52
H -2.4611 2.2171 2.6200 -0.11
H -2.0078 3.8014 3.2308 0.49
H -3.2928 2.6554 4.9435 0.44
H -1.6286 2.7892 5.4917 0.35
H -3.1309 0.3190 4.5714 0.33
H -2.0679 0.5120 5.9546 0.33
H -1.3435 -0.0512 3.0672 -1.14
H -0.6172 -0.6942 4.5326 0.70
H 0.9318 0.8386 3.4212 0.56
H 0.4151 1.5658 4.9461 0.26
```

F_max: 1.71 eV/Å
Spin multiplicity: 2
ΔE to the lowest compared entry with this formula, charge and spin: 129.42 kJ/mol

no.,E (Ha)
1,-2956.62375
2,-4100.20146
3,-3395.04479
4,-6863.45250